Entry 1:
C14H20O4 | the ωB97M-V functional and the def2-TZVPD basis

XYZ file:
```
38
C14H20O4 (the ωB97M-V functional and the def2-TZVPD basis)
C 3.24 1.90 1.27
C 3.15 0.65 0.45
C 2.52 -0.42 0.92
C 2.30 -1.75 0.24
C 0.84 -2.11 0.30
C -0.12 -1.51 -0.39
C 0.07 -0.36 -1.32
H 1.13 -0.18 -1.52
C -0.55 0.90 -0.69
H -0.81 1.61 -1.47
H 0.19 1.36 -0.03
C -1.81 0.57 0.12
C -2.78 1.73 0.08
O -2.93 2.48 -0.84
O -3.49 1.82 1.21
H -4.12 2.55 1.16
C -2.50 -0.69 -0.45
C -3.80 -0.92 0.28
O -3.94 -1.52 1.31
O -4.83 -0.35 -0.36
H -5.66 -0.48 0.13
H -2.73 -0.51 -1.50
C -1.57 -1.90 -0.26
H -1.76 -2.33 0.73
H -1.82 -2.66 -1.00
H -1.56 0.36 1.17
H -0.42 -0.58 -2.27
H 0.57 -2.90 0.98
H 2.64 -1.72 -0.79
H 2.87 -2.51 0.77
H 2.09 -0.38 1.91
C 3.81 0.76 -0.89
H 4.84 1.10 -0.77
H 3.29 1.49 -1.50
H 3.83 -0.19 -1.42
H 4.29 2.14 1.48
H 2.71 1.81 2.21
H 2.82 2.75 0.72
```

**LUMO**: 0.02252 Ha
**Relative energy (zero: lowest compared OMol25 entry of this formula, charge and spin)**: 0.00 kJ/mol
**2S+1**: 1
**Structure (SMILES)**: CC(C)=CC/C=C1\CC[C@@H](C(=O)O)[C@H](C(=O)O)C1

Entry 2:
C14H21AgNO5Si2 | the ωB97M-V functional and the def2-TZVPD basis

XYZ file:
```
44
C14H21AgNO5Si2 (the ωB97M-V functional and the def2-TZVPD basis)
N -2.40 -2.02 3.50
C -1.78 -2.43 2.41
C -0.19 -2.28 2.28
Si 0.21 -2.32 0.38
O 0.23 -0.66 -0.13
Si -0.01 -0.47 -1.83
C -1.88 -0.17 -2.11
C -2.55 0.87 -1.06
C -3.58 0.10 -0.09
C -4.64 1.06 0.64
O -4.15 1.26 2.01
C -5.10 1.94 2.80
O -6.24 2.30 2.39
O 0.99 0.90 -2.31
C 2.32 0.40 -2.52
O 2.50 -0.23 -3.60
C 3.53 0.65 -1.52
C 4.84 1.28 -2.10
C 6.06 1.58 -1.18
C 5.98 1.25 0.34
C 4.72 0.62 0.95
C 3.50 0.32 -0.01
H -3.40 -2.20 3.33
H -2.38 -2.85 1.52
H 0.41 -3.05 2.88
H 0.08 -1.23 2.65
H 1.49 -3.02 0.24
H -0.82 -3.06 -0.37
H 0.43 -1.60 -2.64
H -2.12 0.16 -3.17
H -2.40 -1.19 -1.92
H -3.20 1.58 -1.69
H -1.80 1.53 -0.51
H -2.99 -0.43 0.75
H -4.20 -0.66 -0.70
H -4.86 2.03 0.09
H -5.63 0.49 0.74
H -4.84 2.23 3.88
H 4.91 1.52 -3.21
H 7.04 2.06 -1.58
H 6.85 1.46 1.05
H 4.61 0.37 2.06
H 2.60 -0.17 0.48
Ag 7.82 2.06 -3.08
```

**Total charge**: +1
**LUMO**: -0.23844 Ha
**2S+1**: 1

Entry 3:
C14H21BCoF2N2O4 | the ωB97M-V functional and the def2-TZVPD basis

XYZ file:
```
45
C14H21BCoF2N2O4 (the ωB97M-V functional and the def2-TZVPD basis)
Co 0.76 0.64 -0.94
C 4.47 0.60 3.51
O 3.10 0.33 3.28
C 2.56 0.51 2.05
O 1.38 0.44 1.90
N 3.49 0.75 1.05
N 3.03 0.80 -0.27
H 4.60 0.60 4.59
H 4.76 1.58 3.12
H 5.12 -0.17 3.08
H 4.43 0.41 1.19
H 3.31 -0.01 -0.81
H 3.35 1.64 -0.74
O -1.32 -1.58 -1.45
B -0.11 -1.23 -0.78
O 0.23 -2.39 0.01
C -0.73 -3.32 -0.18
C -0.85 -4.58 0.37
C -1.96 -5.34 -0.01
C -2.90 -4.85 -0.90
C -2.78 -3.57 -1.45
C -1.68 -2.83 -1.07
H -0.10 -4.96 1.06
H -2.09 -6.34 0.40
H -3.75 -5.46 -1.17
H -3.50 -3.18 -2.15
F 2.20 -0.28 -3.43
C 1.72 0.93 -2.85
F 2.90 1.76 -2.85
H 1.11 1.38 -3.65
C -2.75 1.78 -1.16
C -1.79 2.43 -0.15
C -2.19 3.91 0.01
C -1.97 1.72 1.20
C -0.36 2.28 -0.62
H -3.79 1.85 -0.81
H -2.49 0.73 -1.30
H -2.68 2.28 -2.13
H -3.24 4.01 0.31
H -2.06 4.44 -0.94
H -1.56 4.39 0.76
H -3.01 1.79 1.54
H -1.32 2.17 1.96
H -1.69 0.67 1.10
H 0.15 3.25 -0.67
```

**Total charge**: -1
**LUMO (spin up / spin down)**: 0.08901 / 0.08885 Ha
**Relative energy (zero: lowest compared OMol25 entry of this formula, charge and spin)**: 177.79 kJ/mol
**2S+1**: 5
**⟨S²⟩**: 6.01

Entry 4:
C14H21BrN2O7 | the ωB97M-V functional and the def2-TZVPD basis

XYZ file:
```
45
C14H21BrN2O7 (the ωB97M-V functional and the def2-TZVPD basis)
O 2.75 1.23 1.25
O 2.29 -2.31 3.71
Br -0.28 -3.17 1.87
O -3.51 0.71 -1.45
O -0.73 0.74 3.44
O -0.80 1.27 -0.15
O 1.57 -1.05 -1.28
O 0.30 -0.10 -3.06
C 1.95 0.54 1.95
C 1.67 -1.42 3.12
N 2.47 -0.33 2.93
N 0.68 0.38 1.48
C -2.85 1.36 2.32
C 1.27 -2.32 -3.35
C 2.90 -0.32 -3.05
C -1.62 1.81 2.95
C 1.50 -0.88 -2.66
C -2.51 1.65 -1.84
C 0.14 -1.56 2.99
C -0.31 -0.21 2.38
C 0.43 0.65 -0.03
C -1.08 1.17 -1.59
C 0.35 -0.59 -0.85
C -0.65 -0.17 -2.03
H -3.12 0.14 -0.82
H 3.46 -0.57 2.93
H -2.64 1.11 1.30
H -3.34 0.50 2.84
H -3.51 2.18 2.34
H 2.16 -2.79 -3.14
H 0.45 -2.89 -2.92
H 1.08 -2.14 -4.35
H 2.86 0.84 -3.32
H 3.27 -0.80 -3.98
H 3.61 -0.56 -2.25
H -0.97 2.29 2.22
H -1.85 2.60 3.64
H -2.61 1.97 -2.90
H -2.58 2.56 -1.30
H -0.33 -1.85 3.89
H -1.11 -0.52 1.77
H 1.31 1.26 -0.35
H -0.37 1.96 -2.11
H -0.20 -1.44 -0.30
H -1.48 -0.93 -2.23
```

**LUMO**: -0.00517 Ha
**Relative energy (zero: lowest compared OMol25 entry of this formula, charge and spin)**: 264.67 kJ/mol
**2S+1**: 1
**Structure (SMILES)**: CCO[C@@H]1[C@@H](Br)C(=O)NC(=O)N1[C@@H]1O[C@H](CO)[C@H]2OC(C)(C)O[C@H]21

Entry 5:
C14H21BrNO | the ωB97M-V functional and the def2-TZVPD basis

XYZ file:
```
38
C14H21BrNO (the ωB97M-V functional and the def2-TZVPD basis)
Br 1.38 6.34 -0.39
C 1.38 4.39 -0.87
C 0.48 3.52 -0.42
C 0.46 2.30 -0.66
C 1.29 1.87 -1.51
C 2.45 2.78 -1.91
C 2.45 4.17 -1.51
H 3.13 4.74 -2.23
H 3.23 2.36 -2.73
H 1.50 0.77 -1.69
O -0.22 1.42 -0.29
C -1.43 1.93 0.48
C -2.58 0.68 0.95
C -1.55 -0.47 1.72
N -0.63 -0.99 0.81
H 0.28 -1.29 1.61
H -0.29 -0.20 0.47
C -0.93 -2.08 0.10
C 0.17 -2.47 -1.14
H 0.59 -1.40 -1.43
H -0.31 -2.92 -1.92
C 1.44 -3.01 -0.25
H 1.88 -3.82 -0.99
H 2.16 -2.36 0.17
C 0.56 -3.87 0.57
H 0.68 -4.99 0.77
H 0.84 -3.50 1.92
C -0.82 -3.52 0.67
H -1.43 -4.11 0.31
H -1.39 -3.39 1.85
H -1.86 -1.93 -0.53
H -2.41 -1.18 1.94
H -1.16 -0.03 2.63
H -2.85 0.29 0.05
H -3.27 1.05 1.55
H -0.91 2.19 1.49
H -2.15 2.59 -0.04
H -0.15 4.11 0.47
```

**Total charge**: +1
**LUMO**: -0.13666 Ha
**Relative energy (zero: lowest compared OMol25 entry of this formula, charge and spin)**: 1448.70 kJ/mol
**2S+1**: 1

Entry 6:
C14H21Cl2NO4Zr | the ωB97M-V functional and the def2-TZVPD basis

XYZ file:
```
43
C14H21Cl2NO4Zr (the ωB97M-V functional and the def2-TZVPD basis)
C 0.32 -1.12 -2.41
C 1.18 0.03 -2.44
C 0.36 1.19 -2.42
C 2.63 0.03 -2.45
C -1.00 0.78 -2.40
C -1.02 -0.65 -2.34
C -2.23 -1.49 -2.25
C 0.74 -2.53 -2.38
C 0.83 2.58 -2.40
C -2.18 1.66 -2.45
Zr -0.26 -0.80 1.67
Cl 3.14 1.30 -0.05
Cl 1.77 -1.62 0.74
O -1.37 0.34 0.52
H 3.04 -0.99 -2.40
H 3.00 0.64 -1.43
H 3.05 0.54 -3.32
H 1.71 2.66 -1.74
H 0.04 3.24 -2.01
H 1.12 2.95 -3.39
H -1.97 2.63 -1.98
H -3.05 1.19 -1.96
H -2.46 1.86 -3.50
H -3.04 -0.94 -1.74
H -2.04 -2.41 -1.68
H -2.60 -1.78 -3.24
H 1.70 -2.64 -1.86
H 0.85 -2.93 -3.40
H -0.01 -3.14 -1.86
H -1.37 1.31 0.53
O -1.32 -2.43 1.77
H -1.64 -3.34 1.79
O 0.98 3.23 1.55
C 0.95 2.52 2.53
C 1.35 2.85 3.97
C 1.02 1.61 4.80
C 0.50 0.65 3.77
O 0.08 -0.56 3.92
N 0.52 1.18 2.53
H 2.42 3.06 4.01
H 0.78 3.72 4.31
H 1.92 1.19 5.28
H 0.24 1.81 5.54
```

**Total charge**: -2
**LUMO**: 0.16059 Ha
**Relative energy (zero: lowest compared OMol25 entry of this formula, charge and spin)**: 314.67 kJ/mol
**2S+1**: 1

Looking at E for the records above, in order, we have -23033.05047, -46328.75158, -69766.17209, -102210.55338, -88417.97406, -50867.77927 eV.